# C87H104F21N13O22S7

14 unconnected molecules or ions with the total composition C87H104F21N13O22S7 in a non-equilibrium geometry (the ωB97M-V functional and the def2-TZVPD basis, the OMol25 dataset).

Each line ends with the Löwdin charge.
Cartesian coordinates (Å):
C1 19.311 -28.027 -4.356  -0.053
C2 18.725 -29.411 -4.522  -0.146
N1 17.768 -29.515 -5.661  -0.262
C3 16.916 -28.293 -5.757  0.013
C4 18.510 -29.620 -6.958  -0.190
C5 17.807 -29.434 -8.248  -0.040
C6 16.958 -30.774 -5.529  -0.075
C7 15.812 -30.866 -4.520  -0.211
O1 16.301 -30.615 -3.227  -0.210
C8 15.195 -30.448 -2.329  -0.060
H1 19.702 -27.574 -5.312  0.068
H2 20.128 -27.945 -3.615  0.103
H3 18.529 -27.298 -4.180  0.067
H4 18.287 -29.823 -3.648  0.113
H5 19.515 -30.106 -4.825  0.138
H6 17.409 -27.421 -6.229  0.100
H7 16.595 -28.076 -4.762  0.105
H8 16.015 -28.468 -6.415  0.137
H9 18.938 -30.578 -6.926  0.112
H10 19.336 -28.952 -6.804  0.112
H11 17.390 -28.422 -8.359  0.096
H12 17.020 -30.139 -8.473  0.084
H13 18.567 -29.639 -8.971  0.078
H14 17.698 -31.568 -5.323  0.157
H15 16.618 -30.896 -6.527  0.112
H16 15.504 -31.934 -4.607  0.147
H17 14.922 -30.235 -4.774  0.136
H18 14.445 -29.708 -2.801  0.118
H19 15.600 -30.104 -1.371  0.102
H20 14.681 -31.384 -2.232  0.083
C9 15.566 -40.565 -13.735  0.011
N2 16.527 -39.805 -13.009  -0.104
C10 17.667 -40.358 -12.584  0.006
C11 18.573 -39.639 -11.907  0.043
C12 18.404 -38.249 -11.868  -0.113
C13 17.233 -37.662 -12.402  0.086
C14 16.274 -38.502 -13.003  0.056
C15 19.333 -37.338 -11.232  -0.144
C16 18.959 -36.205 -10.583  0.025
C17 19.898 -35.340 -10.081  0.043
N3 21.193 -35.741 -10.057  -0.038
C18 21.603 -36.965 -10.586  0.050
C19 20.698 -37.754 -11.235  0.063
C20 22.225 -34.805 -9.681  0.013
H21 14.632 -40.079 -13.635  0.091
H22 15.474 -41.632 -13.357  0.143
H23 15.847 -40.696 -14.791  0.132
H24 17.777 -41.483 -12.698  0.188
H25 19.322 -40.132 -11.317  0.136
H26 17.120 -36.611 -12.210  0.113
H27 15.271 -38.245 -13.286  0.152
H28 17.914 -35.983 -10.414  0.144
H29 19.656 -34.473 -9.451  0.162
H30 22.674 -37.177 -10.550  0.159
H31 20.999 -38.727 -11.596  0.130
H32 22.646 -35.135 -8.732  0.092
H33 21.780 -33.925 -9.371  0.050
H34 22.865 -34.673 -10.483  0.078
C21 30.257 -26.440 -0.401  0.039
N4 29.201 -26.527 -1.414  -0.086
C22 27.947 -26.383 -0.961  0.017
C23 26.901 -26.707 -1.786  0.043
C24 27.176 -27.058 -3.083  -0.083
C25 28.494 -27.030 -3.578  0.071
C26 29.474 -26.790 -2.693  0.016
C27 26.075 -27.351 -4.063  -0.130
C28 25.007 -26.474 -4.123  0.027
C29 24.103 -26.578 -5.126  0.008
N5 24.319 -27.497 -6.079  -0.053
C30 25.336 -28.364 -6.057  0.007
C31 26.188 -28.327 -4.996  0.036
C32 23.353 -27.738 -7.189  0.048
H35 30.147 -25.485 0.179  0.136
H36 31.173 -26.607 -0.924  0.094
H37 30.099 -27.183 0.382  0.113
H38 27.822 -26.120 0.061  0.148
H39 25.841 -26.637 -1.445  0.154
H40 28.787 -27.236 -4.572  0.103
H41 30.538 -26.812 -2.940  0.162
H42 24.802 -25.732 -3.295  0.158
H43 23.340 -25.856 -5.407  0.144
H44 25.386 -29.105 -6.863  0.161
H45 27.011 -28.973 -4.971  0.084
H46 23.011 -28.712 -6.907  0.088
H47 23.842 -27.662 -8.165  0.101
H48 22.541 -27.006 -7.167  0.053
C33 24.945 -25.769 -13.286  0.034
N6 25.987 -26.352 -12.406  -0.048
C34 27.129 -25.663 -12.137  -0.001
C35 28.230 -26.268 -11.642  0.049
C36 28.120 -27.651 -11.303  -0.118
C37 26.962 -28.310 -11.551  0.044
C38 25.903 -27.666 -12.077  0.029
C39 29.177 -28.291 -10.522  -0.089
C40 29.288 -29.693 -10.392  0.088
C41 30.297 -30.231 -9.559  -0.008
N7 31.274 -29.464 -9.071  -0.054
C42 31.171 -28.130 -9.150  0.024
C43 30.113 -27.544 -9.794  0.042
C44 32.427 -30.146 -8.360  0.077
H49 24.225 -26.564 -13.476  0.080
H50 25.420 -25.449 -14.209  0.111
H51 24.343 -24.991 -12.770  0.106
H52 27.157 -24.602 -12.475  0.168
H53 29.159 -25.720 -11.428  0.141
H54 26.937 -29.380 -11.443  0.097
H55 24.897 -28.052 -12.180  0.129
H56 28.494 -30.378 -10.669  0.097
H57 30.338 -31.294 -9.344  0.139
H58 31.952 -27.613 -8.554  0.171
H59 30.149 -26.511 -9.871  0.087
H60 33.291 -29.470 -8.409  0.116
H61 32.632 -31.038 -8.851  0.085
H62 32.248 -30.278 -7.340  0.069
C45 15.451 -16.862 -12.503  0.054
N8 16.388 -17.807 -11.847  -0.059
C46 17.454 -17.388 -11.172  0.023
C47 18.369 -18.267 -10.632  0.047
C48 18.184 -19.636 -10.743  -0.105
C49 16.957 -20.082 -11.311  0.065
C50 16.150 -19.133 -11.870  0.010
C51 19.209 -20.618 -10.301  -0.157
C52 19.453 -21.740 -11.011  0.041
C53 20.467 -22.582 -10.594  -0.008
N9 21.359 -22.165 -9.707  -0.069
C54 21.216 -21.095 -8.994  0.039
C55 20.054 -20.283 -9.249  0.088
C56 22.538 -23.113 -9.517  0.061
H63 15.939 -16.584 -13.456  0.131
H64 15.030 -16.085 -11.940  0.095
H65 14.508 -17.388 -12.791  0.123
H66 17.700 -16.340 -11.145  0.162
H67 19.331 -17.930 -10.205  0.144
H68 16.924 -21.149 -11.553  0.135
H69 15.266 -19.486 -12.352  0.146
H70 18.786 -22.005 -11.853  0.146
H71 20.581 -23.602 -11.083  0.158
H72 22.009 -20.856 -8.353  0.140
H73 19.876 -19.342 -8.747  0.124
H74 22.802 -23.603 -10.419  0.054
H75 22.278 -23.771 -8.659  0.092
H76 23.472 -22.509 -9.250  0.132
C57 23.147 -36.960 -4.082  0.070
N10 24.578 -36.529 -3.949  -0.045
C58 25.330 -37.166 -3.064  -0.004
C59 26.639 -36.914 -2.955  0.053
C60 27.211 -35.868 -3.692  -0.121
C61 26.384 -35.145 -4.563  0.074
C62 25.079 -35.508 -4.670  0.023
C63 28.601 -35.528 -3.549  -0.150
C64 29.507 -35.451 -4.619  0.082
C65 30.776 -35.057 -4.258  -0.019
N11 31.175 -34.756 -3.074  -0.078
C66 30.326 -34.774 -2.020  0.046
C67 29.026 -35.229 -2.260  0.063
C68 32.431 -34.089 -2.767  0.048
H77 23.037 -37.367 -5.076  0.107
H78 22.445 -36.135 -4.065  0.103
H79 23.012 -37.697 -3.316  0.094
H80 24.832 -37.853 -2.388  0.160
H81 27.250 -37.485 -2.381  0.113
H82 26.817 -34.276 -5.136  0.151
H83 24.395 -34.986 -5.349  0.113
H84 29.291 -35.741 -5.559  0.111
H85 31.604 -35.075 -4.991  0.178
H86 30.489 -34.370 -1.050  0.146
H87 28.258 -35.265 -1.473  0.150
H88 32.352 -33.436 -1.898  0.114
H89 32.821 -33.552 -3.605  0.105
H90 33.062 -34.950 -2.507  0.130
C69 22.486 -30.886 -11.297  0.102
N12 22.378 -31.083 -12.809  -0.014
C70 21.580 -30.283 -13.533  0.001
C71 21.531 -30.436 -14.888  0.028
C72 22.170 -31.523 -15.448  -0.147
C73 22.912 -32.370 -14.650  0.038
C74 23.031 -32.117 -13.294  0.003
C75 22.184 -31.892 -16.900  -0.102
C76 22.000 -30.966 -17.938  0.075
C77 21.851 -31.452 -19.220  0.029
N13 21.769 -32.772 -19.476  -0.078
C78 21.948 -33.649 -18.490  0.025
C79 22.217 -33.240 -17.200  0.034
C80 21.413 -33.240 -20.830  0.046
H91 21.657 -31.434 -10.895  0.105
H92 22.354 -29.830 -11.186  0.059
H93 23.413 -31.313 -11.018  0.057
H94 21.041 -29.451 -13.042  0.128
H95 20.941 -29.747 -15.525  0.151
H96 23.464 -33.251 -15.045  0.151
H97 23.581 -32.757 -12.619  0.105
H98 21.955 -29.973 -17.674  0.106
H99 21.804 -30.821 -20.092  0.153
H100 21.824 -34.678 -18.797  0.155
H101 22.176 -33.994 -16.435  0.117
H102 21.996 -32.719 -21.543  0.096
H103 20.326 -33.064 -21.079  0.141
H104 21.571 -34.311 -20.873  0.103
C81 20.640 -27.362 -10.314  -0.701
F1 19.492 -26.779 -10.444  0.197
F2 20.923 -27.414 -9.055  0.148
F3 20.499 -28.662 -10.713  0.064
S1 22.089 -26.828 -11.320  0.530
O2 21.928 -27.600 -12.570  -0.344
O3 22.050 -25.383 -11.424  -0.330
O4 23.268 -27.303 -10.568  -0.324
C82 19.135 -33.551 -15.292  -0.602
F4 19.517 -32.249 -15.400  0.099
F5 17.825 -33.456 -15.275  0.153
F6 19.532 -34.222 -16.428  0.093
S2 19.726 -34.439 -13.749  0.427
O5 19.477 -33.596 -12.633  -0.300
O6 18.872 -35.588 -13.812  -0.304
O7 21.117 -34.776 -14.018  -0.324
C83 28.449 -31.253 -6.808  -0.571
F7 28.947 -32.293 -7.532  0.093
F8 28.859 -30.069 -7.422  0.070
F9 27.101 -31.238 -6.884  0.122
S3 29.198 -31.378 -5.155  0.432
O8 30.599 -31.204 -5.479  -0.309
O9 28.560 -30.367 -4.389  -0.294
O10 28.892 -32.730 -4.766  -0.308
C84 19.406 -24.028 -6.006  -0.621
F10 19.180 -24.634 -4.822  0.119
F11 18.172 -23.612 -6.499  0.073
F12 20.172 -22.994 -5.776  0.158
S4 20.085 -25.161 -7.335  0.533
O11 21.473 -25.404 -6.997  -0.337
O12 19.225 -26.333 -7.300  -0.320
O13 19.884 -24.258 -8.505  -0.326
C85 27.335 -33.551 -10.869  -0.657
F13 28.483 -32.895 -10.714  0.131
F14 27.390 -34.608 -11.673  0.149
F15 27.097 -34.087 -9.653  0.107
S5 25.988 -32.413 -11.361  0.438
O14 26.261 -31.278 -10.503  -0.327
O15 26.083 -32.034 -12.726  -0.280
O16 24.743 -33.075 -11.078  -0.336
C86 28.244 -24.382 -8.093  -0.725
F16 28.182 -23.410 -7.299  0.224
F17 27.558 -24.013 -9.204  0.085
F18 29.500 -24.563 -8.527  0.118
S6 27.508 -25.950 -7.459  0.509
O17 27.089 -26.566 -8.721  -0.308
O18 28.647 -26.517 -6.750  -0.325
O19 26.433 -25.561 -6.549  -0.301
C87 23.468 -32.352 -6.382  -0.735
F19 23.935 -32.298 -7.619  0.133
F20 24.526 -32.610 -5.640  0.150
F21 23.122 -31.125 -6.045  0.134
S7 22.063 -33.469 -6.362  0.495
O20 22.725 -34.741 -6.651  -0.351
O21 21.599 -33.317 -5.015  -0.302
O22 21.010 -33.023 -7.343  -0.343

The HOMO energy is -0.6391 Ha. Its net charge is +6. The LUMO energy comes out at -0.3718 Ha.

---

# C25H22AuN5O2S

A molecular structure, C25H22AuN5O2S (the ωB97M-V functional and the def2-TZVPD basis, the OMol25 dataset).

Each line ends with the Löwdin spin population.
Cartesian coordinates (Å):
Au1 -0.246 -0.722 -0.004  0.083
C1 -1.385 13.710 -0.088  0.003
O1 -0.189 12.924 -0.100  0.078
C2 -0.254 11.615 -0.103  0.080
C3 -1.454 10.876 -0.086  0.017
C4 -1.409 9.510 -0.090  0.049
C5 -0.174 8.822 -0.112  0.068
C6 1.025 9.574 -0.129  0.030
C7 0.988 10.935 -0.124  0.027
C8 -0.190 7.406 -0.112  0.045
N1 -1.297 6.655 -0.096  0.036
C9 -0.904 5.390 -0.085  0.096
C10 0.530 5.293 -0.099  0.181
N2 0.919 6.593 -0.114  0.020
C11 1.491 4.201 -0.088  0.015
C12 2.864 4.499 -0.147  0.029
C13 3.819 3.511 -0.101  0.006
C14 3.391 2.194 -0.009  0.052
N3 2.110 1.858 0.029  -0.003
C15 1.193 2.808 -0.008  0.039
C16 -1.306 3.035 -0.004  0.149
N4 -2.010 1.862 0.033  0.055
C17 -3.366 1.868 0.023  0.165
C18 -3.970 3.110 -0.030  0.001
C19 -3.242 4.306 -0.067  0.187
C20 -1.831 4.282 -0.056  0.012
H1 -1.060 14.744 -0.102  0.000
H2 -1.967 13.520 0.814  0.001
H3 -1.994 13.505 -0.969  0.001
H4 -2.409 11.381 -0.066  0.000
H5 -2.319 8.927 -0.075  0.001
H6 1.990 9.084 -0.146  0.000
H7 1.892 11.527 -0.136  0.000
H8 1.869 6.923 -0.123  0.000
H9 3.204 5.520 -0.243  0.001
H10 4.870 3.755 -0.142  0.000
H11 4.099 1.375 0.030  0.002
H12 -3.904 0.933 0.062  0.007
H13 -5.049 3.152 -0.042  -0.003
H14 -3.751 5.260 -0.099  0.009
N5 -0.109 2.357 0.030  0.080
C21 -0.816 1.119 0.069  0.371
O2 0.345 -2.668 -0.159  0.007
S1 1.621 -3.497 -0.212  0.000
C22 2.687 -2.717 -1.467  0.001
C23 3.400 -1.569 -0.770  0.000
C24 3.857 -2.139 0.571  0.000
C25 2.668 -2.892 1.164  0.001
H15 2.059 -2.431 -2.309  0.000
H16 3.389 -3.491 -1.785  0.000
H17 2.713 -0.731 -0.621  0.000
H18 4.243 -1.220 -1.368  0.000
H19 4.197 -1.362 1.256  0.000
H20 4.690 -2.825 0.411  0.000
H21 2.008 -2.253 1.752  0.000
H22 2.960 -3.749 1.769  0.000

As for the energy above the lowest of the compared OMol25 structures with the same formula, charge and spin: 14.4 kcal per mole. Its spin multiplicity is 3. The HOMO energy (alpha / beta) is -0.4685 / -0.4968 Ha. Its net charge is +2. The LUMO energy (alpha / beta) comes out at -0.2238 / -0.3076 Ha.

---

# H4O2

2 unconnected molecules or ions with the total composition H4O2 in a non-equilibrium geometry (the ωB97M-V functional and the def2-TZVPD basis, the OMol25 dataset).

Each line ends with the Löwdin charge.
Cartesian coordinates (Å):
O1 -1.085 3.056 -0.205  -0.091
H1 -0.800 2.114 -0.179  0.046
H2 -1.121 3.330 0.740  0.045
O2 0.608 -2.761 -0.132  -0.092
H3 1.137 -3.069 0.638  0.046
H4 1.261 -2.669 -0.862  0.046

As for the energy above the lowest of the compared OMol25 structures with the same formula, charge and spin: 5.6 kcal per mole. The HOMO energy is -0.4221 Ha. Its SMILES is O.O. The LUMO energy comes out at 0.0299 Ha.